[1]
Below is C25H17F5N6OPdS2 as an isolated structure in a non-equilibrium geometry, with properties calculated with the ωB97M-V functional and the def2-TZVPD basis.

```
! wB97M-V def2-TZVPD RIJCOSX def2/J DEFGRID3
* xyz 0 1
Pd -0.24762 -0.53078 -0.13037
N -3.34856 -0.79065 2.87899
C -2.69029 -0.29676 1.80221
S -2.92871 -1.05568 0.27688
N -1.96904 0.78911 1.94292
N -1.21607 1.13984 0.93843
C -1.14084 2.31182 0.40217
C -1.94219 3.45133 0.90311
C -3.32864 3.38693 0.81142
C -4.10150 4.43294 1.27993
C -3.49679 5.53964 1.85193
C -2.11745 5.60098 1.95274
C -1.33756 4.56128 1.48021
C -0.35932 2.40049 -0.82273
C 0.07455 3.60229 -1.38625
C 0.77092 3.57680 -2.57894
C 1.01200 2.35593 -3.19965
C 0.49668 1.21253 -2.61553
N -0.16703 1.22568 -1.46496
H -4.09032 -1.44244 2.68759
H -3.42843 -0.19496 3.68935
H -3.79190 2.52765 0.34901
H -5.17706 4.39354 1.18587
H -4.10375 6.35481 2.21710
H -1.64861 6.46884 2.39081
H -0.26271 4.59795 1.56930
H -0.15193 4.53687 -0.89802
H 1.11481 4.49470 -3.02626
H 1.53940 2.29879 -4.13913
H 0.59860 0.24802 -3.10379
N 0.97523 -7.22273 2.18797
C 0.74651 -6.63985 0.98730
O 0.83890 -7.24596 -0.05754
C 0.37949 -5.18478 1.01529
C 0.67675 -4.30765 2.05619
C 0.33762 -2.97173 1.91994
N -0.30539 -2.49603 0.86086
C -0.61840 -3.33113 -0.13321
C -0.26909 -4.66594 -0.10482
H 1.19982 -8.20417 2.19654
H 0.80787 -6.75431 3.05973
H 1.17287 -4.63219 2.95642
H 0.58428 -2.24814 2.68536
H -1.17883 -2.90432 -0.96626
H -0.49542 -5.32126 -0.92910
F 4.88854 -0.72618 -4.46937
C 4.25236 -0.51318 -3.30686
C 4.61157 0.56129 -2.49096
F 5.60569 1.37165 -2.87950
C 3.94546 0.79624 -1.30102
F 4.29870 1.85638 -0.56247
C 2.88068 -0.01900 -0.86674
S 2.07624 0.23771 0.62379
C 2.54555 -1.07878 -1.72668
F 1.46200 -1.84916 -1.40046
C 3.20131 -1.33708 -2.91611
F 2.81905 -2.36718 -3.68259
*
```

Calculated values
- LUMO (spin up / spin down) (eV) = -1.3 / -1.3
- HOMO (spin up / spin down) (hartree) = -0.26192 / -0.26188
- frontier orbital gap (spin up / spin down) (hartree) = 0.2130 / 0.2130
- calculated total energy (eV) = -75925.1411
- ΔE to the lowest compared entry with this formula, charge and spin (kJ/mol) = 232.19
- maximum force (eV Å⁻¹) = 2.398

Charges in e, computed with Mulliken, in the same order as the atoms: number 1, Pd, carries 0.13; number 2, N, carries -0.49; number 3, C, carries 0.74; number 4, S, carries -0.42; number 5, N, carries -1.52; number 6, N, carries 1.04; number 7, C, carries 0.36; number 8, C, carries -0.42; number 9, C, carries -0.09; number 10, C, carries -0.76; number 11, C, carries -0.39; number 12, C, carries -0.70; number 13, C, carries -0.15; number 14, C, carries 0.58; number 15, C, carries -0.39; number 16, C, carries -0.67; number 17, C, carries -0.67; number 18, C, carries -0.54; number 19, N, carries -0.17; number 20, H, carries 0.23; number 21, H, carries 0.25; number 22, H, carries 0.44; number 23, H, carries 0.39; number 24, H, carries 0.39; number 25, H, carries 0.38; number 26, H, carries 0.55; number 27, H, carries 0.47; number 28, H, carries 0.44; number 29, H, carries 0.48; number 30, H, carries 0.63; number 31, N, carries -0.34; number 32, C, carries 0.20; number 33, O, carries -0.60; number 34, C, carries 0.93; number 35, C, carries -0.70; number 36, C, carries -0.72; number 37, N, carries 0.08; number 38, C, carries -0.04; number 39, C, carries -0.68; number 40, H, carries 0.24; number 41, H, carries 0.17; number 42, H, carries 0.32; number 43, H, carries 0.46; number 44, H, carries 0.45; number 45, H, carries 0.47; number 46, F, carries -0.31; number 47, C, carries 0.68; number 48, C, carries 0.26; number 49, F, carries -0.31; number 50, C, carries 0.12; number 51, F, carries -0.35; number 52, C, carries 0.72; number 53, S, carries -0.22; number 54, C, carries -0.44; number 55, F, carries 0.02; number 56, C, carries -0.15; number 57, F, carries -0.33

***

[2]
Below is C22H29BClMoN11O4S3 as an isolated structure, with properties calculated with the ωB97M-V functional and the def2-TZVPD basis.

```
! wB97M-V def2-TZVPD RIJCOSX def2/J DEFGRID3
* xyz 2 3
Mo 1.15575 -0.49738 0.45648
B 1.90930 -0.55719 3.11778
N 2.85851 -1.58580 2.51201
C 3.83129 -2.38422 2.95716
C 4.16487 -3.26937 1.94420
C 3.33344 -2.93930 0.88232
N 2.54455 -1.91996 1.23789
N 0.54021 -1.23995 3.22702
C -0.10788 -1.96565 4.14547
C -1.06176 -2.73469 3.49824
C -0.92578 -2.42217 2.14950
N 0.04528 -1.51973 2.00199
H 2.30097 0.05337 4.05900
H 1.70308 0.31242 2.15785
H 4.22605 -2.27148 3.95324
H 4.91237 -4.04147 1.97304
H 3.27019 -3.36222 -0.10574
H 0.14587 -1.89127 5.19005
H -1.75883 -3.42184 3.94353
H -1.47218 -2.79020 1.29707
C 1.25177 1.14373 -5.63876
C 1.65739 0.24299 -4.53579
N 2.86403 -0.16575 -4.28603
N 2.73887 -0.98851 -3.21584
C 1.50015 -1.07737 -2.76605
S 0.92216 -2.04842 -1.46594
N 0.78248 -0.30270 -3.61469
N -0.59009 -0.10366 -3.50584
H 2.12498 1.35885 -6.24842
H 0.84790 2.08205 -5.25599
H 0.49255 0.67686 -6.26712
H 3.56342 -1.39433 -2.77800
H -0.77825 0.88364 -3.36271
H -1.04884 -0.42886 -4.35059
O 4.78994 -0.04904 0.97687
Cl 4.46720 0.00854 -0.40096
O 4.84172 -1.16831 -1.11602
O 4.94698 1.19080 -1.02339
O 2.95192 0.09636 -0.53078
N 2.80386 3.44877 -1.05129
C 2.35470 2.70388 -0.06095
N 3.01914 2.64236 1.07575
S 0.83178 1.86484 -0.29287
H 3.67774 3.95059 -0.99047
H 2.34901 3.40318 -1.94705
H 3.95530 3.01041 1.16658
H 2.65059 2.10721 1.84508
N -0.88378 -0.15408 -0.05879
S -1.92173 0.75065 0.79780
C -2.79698 1.76199 -0.37213
C -3.21676 1.27741 -1.60507
C -3.92662 2.11808 -2.44612
C -4.20981 3.42315 -2.05453
C -3.78155 3.89447 -0.82338
C -3.06591 3.06229 0.02669
C -3.21110 -0.26356 1.47199
C -3.47567 -0.06231 2.81867
C -4.46643 -0.81913 3.43085
C -5.15839 -1.76996 2.69815
C -4.87621 -1.96864 1.34801
C -3.90355 -1.20972 0.72451
H -1.26343 -0.67162 -0.84540
H -3.00395 0.26085 -1.91143
H -4.27811 1.75377 -3.40239
H -4.77127 4.07060 -2.71410
H -4.00197 4.90897 -0.52183
H -2.72202 3.42152 0.98851
H -2.91416 0.67222 3.38271
H -4.69104 -0.66711 4.47758
H -5.92811 -2.36130 3.17536
H -5.42565 -2.70997 0.78416
H -3.68951 -1.35854 -0.32667
*
```

Calculated values
- LUMO (spin up / spin down) (eV) = -6.1 / -6.4
- HOMO (spin up / spin down) (hartree) = -0.51827 / -0.53067
- frontier orbital gap (spin up / spin down) (hartree) = 0.2946 / 0.2941
- calculated total energy (eV) = -95406.9104
- ΔE to the lowest compared entry with this formula, charge and spin (kJ/mol) = 90.14
- maximum force (eV Å⁻¹) = 0.498
- ⟨S²⟩ = 2.02

Charges in e, computed with Mulliken, in the same order as the atoms: number 1, Mo, carries -0.69; number 2, B, carries 0.68; number 3, N, carries 0.05; number 4, C, carries -0.28; number 5, C, carries -1.11; number 6, C, carries -0.49; number 7, N, carries 0.36; number 8, N, carries 0.12; number 9, C, carries -0.34; number 10, C, carries -1.09; number 11, C, carries -0.81; number 12, N, carries 0.83; number 13, H, carries -0.03; number 14, H, carries 0.06; number 15, H, carries 0.52; number 16, H, carries 0.45; number 17, H, carries 0.49; number 18, H, carries 0.53; number 19, H, carries 0.50; number 20, H, carries 0.53; number 21, C, carries -1.26; number 22, C, carries 0.99; number 23, N, carries -0.95; number 24, N, carries 0.44; number 25, C, carries 0.49; number 26, S, carries -0.38; number 27, N, carries 0.35; number 28, N, carries -0.81; number 29, H, carries 0.37; number 30, H, carries 0.30; number 31, H, carries 0.34; number 32, H, carries 0.26; number 33, H, carries 0.25; number 34, H, carries 0.28; number 35, O, carries -0.59; number 36, Cl, carries 1.82; number 37, O, carries -0.73; number 38, O, carries -0.63; number 39, O, carries -0.13; number 40, N, carries -0.26; number 41, C, carries 0.52; number 42, N, carries -0.16; number 43, S, carries -0.32; number 44, H, carries 0.23; number 45, H, carries 0.16; number 46, H, carries 0.28; number 47, H, carries 0.10; number 48, N, carries 0.23; number 49, S, carries -0.04; number 50, C, carries 1.17; number 51, C, carries -0.36; number 52, C, carries -0.91; number 53, C, carries -0.53; number 54, C, carries -0.75; number 55, C, carries -0.48; number 56, C, carries 0.77; number 57, C, carries -0.30; number 58, C, carries -0.79; number 59, C, carries -0.53; number 60, C, carries -0.79; number 61, C, carries -0.15; number 62, H, carries -0.02; number 63, H, carries 0.30; number 64, H, carries 0.46; number 65, H, carries 0.45; number 66, H, carries 0.45; number 67, H, carries 0.46; number 68, H, carries 0.46; number 69, H, carries 0.45; number 70, H, carries 0.45; number 71, H, carries 0.46; number 72, H, carries 0.30

***

[3]
Below is a single C4H9NO molecule, with properties calculated with the ωB97M-V functional and the def2-TZVPD basis.

```
! wB97M-V def2-TZVPD RIJCOSX def2/J DEFGRID3
* xyz 0 1
C -1.70675 -1.31555 1.00519
C -0.74021 -1.20855 -0.16912
N 0.62266 -1.13680 0.34927
C 1.17529 -0.00649 0.38318
O 0.58284 1.15293 -0.01241
C 1.39343 1.98078 -0.82796
H -1.64869 -0.41296 1.62583
H -2.74209 -1.43415 0.67106
H -1.44509 -2.18303 1.61798
H -1.00818 -0.34850 -0.79759
H -0.80089 -2.10690 -0.79289
H 2.19686 0.10830 0.75712
H 2.23225 2.39380 -0.25390
H 0.74153 2.79149 -1.15950
H 1.77788 1.42786 -1.69806
*
```

Calculated values
- LUMO (eV) = 1.0
- HOMO (hartree) = -0.36166
- frontier orbital gap (hartree) = 0.3969
- calculated total energy (eV) = -7830.5864
- ΔE to the lowest compared entry with this formula, charge and spin (kJ/mol) = 167.26
- maximum force (eV Å⁻¹) = 0.471

Charges in e, computed with Mulliken, in the same order as the atoms: number 1, C, carries -1.05; number 2, C, carries -0.19; number 3, N, carries -0.51; number 4, C, carries 0.07; number 5, O, carries -0.30; number 6, C, carries -0.73; number 7, H, carries 0.28; number 8, H, carries 0.32; number 9, H, carries 0.29; number 10, H, carries 0.25; number 11, H, carries 0.32; number 12, H, carries 0.38; number 13, H, carries 0.31; number 14, H, carries 0.23; number 15, H, carries 0.33